# 1
45
Properties=species:S:1:pos:R:3:forces:R:3 method="wB97M-V/def2-TZVPD" lumo_energy_ev=2.490 e_tot_ev=-110419.9088 gap_ev=7.0 charge=-1 homo_ev=-4.534
C -2.221441 1.888614 -3.669150 -0.507 -0.239 -0.120
N -1.357719 0.770290 -4.048621 0.707 0.693 0.434
C -0.680978 1.072526 -5.295848 -0.047 0.022 -0.321
B -0.456531 0.464230 -2.914331 -0.419 -0.269 0.013
O 0.851709 0.993346 -3.029699 0.106 -0.236 -0.516
Al -1.161523 -0.776897 -1.283017 0.317 0.511 0.169
Br -3.560169 -0.453985 -1.094696 -0.046 -0.142 0.003
C -1.146097 -2.761572 -1.917718 -0.039 -0.537 -0.145
C 0.112746 -3.147253 -2.494571 -0.667 0.411 0.295
O 0.714335 -2.818540 -3.445738 0.249 0.009 -0.555
I 1.214467 -4.693638 -1.185951 0.157 -0.396 0.277
C -0.496212 -0.609485 0.598204 0.028 -0.335 0.042
C 0.811297 0.144079 0.739078 -0.038 -0.030 0.007
O 0.705385 1.401107 0.045730 0.386 0.075 0.254
C 2.013204 -0.688787 0.295998 0.049 0.092 0.036
N 1.900886 -1.198166 -1.075026 0.192 -0.033 0.040
H -2.694860 1.684348 -2.708214 0.021 0.020 -0.022
H -1.660840 2.836563 -3.596856 -0.046 -0.075 -0.027
H -3.017407 2.024248 -4.414240 0.068 0.007 0.053
H -0.186608 2.057882 -5.293673 -0.019 -0.099 -0.013
H 0.075590 0.313498 -5.510553 -0.036 0.053 0.014
H -1.403335 1.054795 -6.122852 0.035 0.050 0.071
H 1.486225 0.318130 -3.288449 0.065 -0.042 0.327
H -1.902315 -2.774382 -2.710901 0.085 0.234 0.036
H -1.453440 -3.383820 -1.083269 0.040 -0.012 -0.052
H -0.363034 -1.609609 1.040748 -0.076 0.096 -0.008
H -1.260075 -0.123239 1.214582 0.035 0.020 -0.119
H 1.026569 0.388700 1.795221 -0.122 0.070 -0.026
H 1.364238 1.443587 -0.656514 -0.251 -0.139 -0.163
H 2.090866 -1.528919 0.994730 -0.032 0.046 -0.037
H 2.925618 -0.088785 0.428425 -0.056 -0.022 -0.058
H 2.635470 -0.828639 -1.665124 -0.071 0.105 0.018
H 2.031005 -2.204673 -1.091747 -0.052 0.133 0.073
O -0.788119 -1.108095 3.883781 -0.013 -0.101 0.266
C -0.358111 -0.140690 4.429563 0.072 0.113 -0.250
O -0.824177 1.108384 4.161410 -0.082 -0.033 0.036
C -0.052220 2.095566 4.849354 0.055 0.023 0.008
C 0.582792 1.361438 6.030045 -0.058 -0.038 -0.018
C 0.760389 -0.039928 5.456045 -0.062 0.033 0.014
H 0.697455 2.489383 4.158504 0.012 -0.005 0.009
H -0.722595 2.901677 5.138782 -0.007 -0.006 0.003
H 1.504169 1.829838 6.370456 0.024 -0.005 -0.037
H -0.116705 1.334565 6.867156 0.004 0.016 0.008
H 1.706191 -0.150076 4.920875 -0.002 -0.020 0.002
H 0.673905 -0.847617 6.178073 0.040 -0.018 -0.020

# 2
22
Properties=species:S:1:pos:R:3:forces:R:3 method="wB97M-V/def2-TZVPD" lumo_energy_ev=0.487 e_tot_ev=-14414.9861 gap_ev=7.4 charge=0 de_lowest_ev=3.5616 homo_ev=-6.934 smiles="[H]/N=C/C=N/Nc1ccc(N)cc1"
H -3.830013 1.758041 -1.993145 0.820 0.373 -0.664
N -2.860988 1.408610 -2.046248 -3.828 -0.109 2.078
C -2.279522 1.343713 -3.137564 -0.097 2.826 -2.095
C -0.974620 0.777393 -3.013591 1.973 -1.636 0.285
N -0.796492 0.407110 -1.780200 0.980 -0.289 -2.541
N 0.135330 -0.457993 -1.522353 2.442 -1.128 -0.485
C 0.553820 -0.484967 -0.194606 0.581 -1.770 1.182
C -0.339173 0.106896 0.714585 2.158 -0.701 -1.029
C -0.064486 0.121450 2.044212 -1.283 1.769 0.805
C 1.084163 -0.481068 2.453891 0.220 -1.529 1.958
N 1.502640 -0.590816 3.797534 -0.476 1.907 1.433
C 1.752195 -1.327518 1.615480 3.400 -0.846 -0.068
C 1.684537 -1.290569 0.254514 -4.022 2.236 -0.515
H -2.588631 1.937637 -4.043547 0.107 -1.082 0.408
H -0.207903 0.516855 -3.800143 -1.179 0.260 0.570
H 0.737469 -0.971216 -2.230207 -1.089 1.223 0.743
H -1.105493 0.650116 0.274475 -1.543 0.719 -0.267
H -0.772450 0.737462 2.658080 1.040 -0.814 -0.101
H 1.024307 0.175253 4.339198 1.130 -1.249 -0.393
H 2.533762 -0.589486 3.945269 -1.377 0.229 -0.281
H 2.584322 -1.886302 2.109860 -0.753 0.231 -0.580
H 2.227225 -1.860601 -0.445494 0.795 -0.619 -0.443

# 3
83
Properties=species:S:1:pos:R:3:forces:R:3 method="wB97M-V/def2-TZVPD" s_squared=0.763 spin_multiplicity=2 lumo_energy_ev="-6.326 / -7.803" e_tot_ev=-93697.1933 gap_ev="6.6 / 5.2" charge=+2 de_lowest_ev=0.6072 homo_ev="-12.965 / -12.979"
Ir -0.693641 0.084884 -0.580189 0.162 -0.219 1.102
I 1.682707 0.134939 0.468759 -0.090 0.058 -0.310
C 1.536368 2.129834 1.120591 -0.022 0.047 0.065
C 2.319067 3.025194 0.444803 -0.007 -0.164 -0.040
C 2.121217 4.407932 0.607248 -0.063 0.089 0.036
C 1.097455 4.846071 1.393019 0.062 0.001 -0.043
C 0.291373 3.937690 2.121840 0.002 -0.035 0.002
C -0.741041 4.432915 2.954527 -0.032 -0.038 0.025
C -1.480546 3.596834 3.738220 0.015 0.058 -0.022
C -1.169063 2.229127 3.759675 0.035 -0.067 -0.013
C -0.203741 1.693456 2.931613 -0.063 -0.022 0.117
P 0.232277 -0.016011 3.282349 -0.002 0.047 0.001
C 0.557119 -0.180727 5.007468 -0.025 -0.044 -0.076
C 1.307477 0.814819 5.654567 0.007 0.053 -0.005
C 1.603539 0.681693 6.994479 0.009 0.005 0.020
C 1.170299 -0.442459 7.692922 -0.011 -0.018 -0.008
C 0.442357 -1.439946 7.051984 0.013 0.014 0.014
C 0.142102 -1.322208 5.708837 0.005 -0.056 -0.002
C -0.914531 -1.254813 2.700201 0.032 0.027 0.034
C -0.413603 -2.526304 2.404733 0.014 0.006 0.025
C -1.288069 -3.539406 2.051267 0.003 -0.017 -0.002
C -2.654091 -3.287540 2.000086 -0.014 0.010 0.005
C -3.149309 -2.024218 2.289910 -0.019 -0.044 -0.001
C -2.284112 -0.999844 2.633475 0.008 0.033 -0.035
C 0.535102 2.538726 2.046700 0.023 -0.026 -0.037
H 3.075858 2.675388 -0.245938 0.007 -0.002 0.005
H 2.757563 5.104495 0.079902 0.002 0.008 -0.005
H 0.894979 5.904494 1.492752 0.001 0.018 -0.004
H -0.917945 5.500789 2.971618 -0.001 0.013 0.004
H -2.261494 3.979278 4.380003 -0.003 0.014 0.003
H -1.678803 1.591903 4.472838 -0.003 -0.007 -0.004
H 1.644077 1.687682 5.108414 -0.001 0.004 -0.003
H 2.174184 1.447647 7.500891 0.000 0.004 0.001
H 1.404475 -0.541697 8.744184 0.003 -0.005 0.006
H 0.108042 -2.307285 7.603690 -0.003 -0.006 0.007
H -0.426377 -2.095395 5.208601 -0.006 0.006 0.005
H 0.651266 -2.723618 2.463844 0.007 0.008 0.003
H -0.907382 -4.526188 1.824198 -0.002 -0.006 0.001
H -3.335892 -4.081202 1.726848 -0.007 -0.009 -0.005
H -4.211758 -1.832868 2.231091 -0.010 0.006 -0.002
H -2.669602 -0.008744 2.836391 0.004 0.005 0.008
C -9.062979 1.763399 0.406981 -0.059 0.018 0.006
C -7.644444 1.458730 0.034988 0.069 -0.016 -0.040
C -7.321730 1.046914 -1.257749 0.003 0.011 0.036
C -6.018586 0.741391 -1.609598 0.010 -0.005 -0.032
C -5.025131 0.848394 -0.644940 0.142 -0.122 0.038
C -5.314999 1.260851 0.648920 0.031 0.000 0.127
C -6.621069 1.566818 0.979279 0.006 -0.011 -0.023
S -3.389212 0.416158 -1.076571 -0.266 0.290 -0.164
O -2.974888 -0.831870 -0.420889 0.069 -0.087 -0.109
O -3.250239 0.460210 -2.504832 -0.102 0.075 -0.043
N -2.358076 1.466274 -0.333550 0.031 0.136 -0.268
C -1.705673 2.371953 -1.200345 0.061 -0.093 -0.070
C -2.097679 3.565952 -1.768295 0.013 -0.029 0.034
C -1.195782 4.180408 -2.625932 -0.083 0.021 0.026
C 0.040094 3.601736 -2.900764 0.105 -0.075 0.007
C 0.374220 2.404576 -2.301798 -0.008 0.181 0.018
N -0.492928 1.842940 -1.457013 -0.137 -0.117 -0.277
H -9.613843 2.170854 -0.439027 -0.007 -0.002 0.002
H -9.115602 2.472633 1.231146 -0.001 -0.001 0.002
H -9.572106 0.850169 0.721551 -0.005 -0.002 0.001
H -8.103116 0.969835 -2.002512 -0.007 0.000 -0.007
H -5.769095 0.431924 -2.614834 0.000 -0.005 -0.008
H -4.521172 1.357939 1.379165 0.002 0.009 0.002
H -6.856304 1.901442 1.981458 -0.002 0.002 0.009
H -3.074627 3.976675 -1.558710 -0.012 0.010 -0.006
H -1.461943 5.114754 -3.101564 -0.011 0.008 0.003
H 0.734344 4.069361 -3.583284 0.000 0.003 -0.002
H 1.304679 1.881953 -2.478554 -0.001 -0.007 -0.012
Cl 5.375985 -2.296881 -3.404839 -0.019 0.010 -0.002
C 3.747206 -2.161443 -2.852910 -0.005 -0.004 -0.003
C 3.386541 -2.732393 -1.640263 0.018 0.018 -0.060
C 2.077708 -2.614527 -1.198937 -0.074 0.060 -0.145
C 1.121586 -1.926037 -1.955554 0.318 -0.146 -0.010
C -0.249014 -1.729623 -1.445156 0.002 0.034 -0.261
C 1.504221 -1.387638 -3.187483 -0.031 0.003 0.158
C 2.806980 -1.499734 -3.636007 0.091 -0.039 0.022
H 4.123498 -3.275971 -1.065630 0.001 -0.004 0.012
H 1.787005 -3.090318 -0.267555 -0.023 -0.003 0.012
H -0.504734 -2.479016 -0.683836 -0.108 0.129 0.106
H -0.994752 -1.748678 -2.244878 -0.029 0.004 0.047
H 0.769636 -0.881750 -3.803447 -0.030 -0.004 0.005
H 3.099515 -1.093080 -4.594139 0.016 0.000 -0.005

# 4
7
Properties=species:S:1:pos:R:3:forces:R:3 method="wB97M-V/def2-TZVPD" lumo_energy_ev="-5.538 / -5.539" e_tot_ev=-22901.2203 gap_ev="8.7 / 8.7" charge=+1 homo_ev="-14.204 / -14.203"
Sr -1.155931 2.231494 0.321649 -0.406 0.978 -0.665
S 0.643425 -0.625360 1.365839 0.125 1.983 -0.965
O -0.296366 0.606289 1.568111 0.684 -2.045 0.639
C 0.434037 -0.999568 -0.270496 -0.579 -2.084 1.930
F 1.230026 -1.839351 -0.822729 0.065 0.447 -0.286
F -0.101157 1.653105 -1.409267 -0.023 -0.206 0.316
F -0.754034 -1.026610 -0.753108 0.134 0.929 -0.968